(1)
This record from OMol25 describes 13 unconnected molecules or ions with the total composition C26H78O26 in a non-equilibrium geometry. The level of theory is ωB97M-V/def2-TZVPD.

Positions of all 130 atoms, in Å:
C (-3.580641, -2.890392, 1.314757)
C (-2.705491, -3.784969, 2.234220)
O (-3.500752, -4.363828, 3.230635)
O (-4.095081, -3.647252, 0.288710)
H (-2.987243, -2.038979, 0.981449)
H (-4.363385, -2.408415, 1.900507)
H (-2.105617, -3.084709, 2.815506)
H (-1.945749, -4.391152, 1.740850)
H (-4.018623, -5.028100, 2.770030)
H (-3.427236, -3.553780, -0.394559)
C (3.677873, 0.416928, -3.327570)
C (4.367601, 0.279343, -1.992568)
O (3.581679, -0.490334, -1.015291)
O (2.930378, 1.630665, -3.348102)
H (3.134010, -0.504965, -3.533529)
H (4.417398, 0.352267, -4.125708)
H (4.461354, 1.272207, -1.552644)
H (5.328551, -0.224196, -2.098020)
H (4.109943, -0.425425, -0.216340)
H (2.866462, 1.928570, -4.258469)
C (4.330552, -0.052808, 2.465515)
C (5.716123, -0.145209, 3.027031)
O (6.658281, -0.726337, 2.193648)
O (4.219908, 0.965356, 1.531502)
H (3.572680, 0.144435, 3.223688)
H (4.123527, -1.036267, 2.043548)
H (5.701395, -0.851038, 3.857506)
H (6.095465, 0.838274, 3.304481)
H (7.394761, -0.111217, 2.222410)
H (3.773679, 1.658738, 2.023143)
C (-2.737991, 4.249696, 2.362534)
C (-4.148974, 3.672105, 2.060491)
O (-4.210231, 2.200787, 2.005780)
O (-1.687231, 3.986625, 1.355270)
H (-2.418079, 3.967770, 3.365664)
H (-2.677598, 5.334225, 2.271684)
H (-4.645241, 4.114564, 1.196753)
H (-4.826685, 3.963200, 2.863043)
H (-4.037923, 2.018669, 1.079104)
H (-1.162109, 3.186604, 1.431502)
C (-0.531899, 1.688913, 3.900973)
C (0.167080, 0.498402, 4.614990)
O (0.318377, -0.541635, 3.661502)
O (0.289172, 2.104724, 2.765353)
H (-0.702922, 2.494201, 4.615364)
H (-1.531021, 1.438096, 3.544678)
H (-0.368681, 0.128118, 5.489036)
H (1.167493, 0.844714, 4.874476)
H (0.605903, -0.203633, 2.810219)
H (0.725030, 2.945552, 2.922286)
C (0.563348, -3.841867, 4.409131)
C (0.314858, -5.321549, 4.127432)
O (1.576438, -5.990922, 3.847686)
O (0.775748, -3.156737, 3.224810)
H (1.478821, -3.704407, 4.984551)
H (-0.150884, -3.356809, 5.074484)
H (-0.389133, -5.584009, 3.337744)
H (-0.198263, -5.814075, 4.953396)
H (1.954650, -5.654329, 3.032042)
H (0.575525, -2.227422, 3.358518)
C (3.563160, -4.512757, 1.251529)
C (2.319159, -4.928096, 0.453065)
O (1.641887, -6.038905, 0.973323)
O (3.197598, -4.176666, 2.552379)
H (3.919687, -3.589548, 0.794719)
H (4.301483, -5.310113, 1.166703)
H (2.544199, -5.159684, -0.588015)
H (1.595598, -4.117919, 0.362642)
H (2.203740, -6.795179, 1.157641)
H (2.389589, -3.664661, 2.633413)
C (-2.587416, 4.046489, -2.902178)
C (-2.961087, 5.005848, -1.756044)
O (-1.845948, 5.288634, -0.949931)
O (-1.986940, 2.861366, -2.527030)
H (-2.038826, 4.620140, -3.649233)
H (-3.463349, 3.815875, -3.508523)
H (-3.694938, 4.503689, -1.125635)
H (-3.312973, 5.948135, -2.175988)
H (-1.843942, 4.644512, -0.238105)
H (-1.069380, 3.002728, -2.282716)
C (-1.032335, 0.602215, -5.200618)
C (-0.384514, 1.808428, -5.760246)
O (-1.062391, 3.005317, -5.472643)
O (-2.379262, 0.322429, -5.629044)
H (-1.283531, 0.723910, -4.146953)
H (-0.311410, -0.215290, -5.192631)
H (-0.208653, 1.732678, -6.833296)
H (0.650742, 1.748441, -5.424483)
H (-0.683950, 3.707434, -6.006879)
H (-3.090392, 0.539555, -5.021797)
C (0.143363, -0.851680, -0.101625)
C (0.225455, 0.493408, -0.885276)
O (-0.481661, 1.542369, -0.276298)
O (1.000140, -0.822442, 1.046027)
H (0.365835, -1.778011, -0.631257)
H (-0.864453, -0.962401, 0.298573)
H (0.058183, 0.341207, -1.951566)
H (1.203709, 0.962181, -0.778725)
H (-0.254761, 1.514205, 0.656075)
H (1.864632, -0.528165, 0.749959)
C (-4.433520, 0.606442, -1.359126)
C (-5.085430, 1.052732, -2.707061)
O (-4.108541, 1.271196, -3.754569)
O (-3.882089, 1.772871, -0.707999)
H (-3.703744, -0.166275, -1.600860)
H (-5.216056, 0.120505, -0.776373)
H (-5.631386, 1.979125, -2.528635)
H (-5.860591, 0.313904, -2.910448)
H (-3.455814, 1.918286, -3.477416)
H (-3.018568, 1.985699, -1.069434)
C (1.912878, 4.379393, -1.124494)
C (2.716771, 4.950660, 0.064842)
O (3.665273, 4.003910, 0.395112)
O (2.687460, 4.174842, -2.301238)
H (1.096837, 4.973096, -1.536418)
H (1.354253, 3.492291, -0.826021)
H (2.051571, 5.285338, 0.860840)
H (3.154414, 5.879411, -0.301224)
H (3.321243, 3.718558, 1.244703)
H (2.601621, 3.255865, -2.565262)
C (-0.462939, -4.100728, -2.788352)
C (-1.397000, -4.085062, -1.537046)
O (-2.213938, -2.949932, -1.474964)
O (0.320819, -2.899279, -2.806605)
H (-1.084237, -4.141466, -3.683013)
H (0.289504, -4.887242, -2.845983)
H (-0.732807, -4.223188, -0.683887)
H (-2.132506, -4.881123, -1.652889)
H (-1.920924, -2.212320, -2.015019)
H (1.002011, -3.084165, -3.457305)

Cartesian forces, eV/Å:
1.37 -0.13 1.48
0.11 3.23 0.84
-0.19 -1.43 -0.13
-0.99 -0.42 -0.93
0.32 0.00 -0.47
-0.24 -0.42 0.21
0.34 0.19 -0.02
-0.49 -0.60 -0.33
-0.37 -0.25 0.22
-0.27 -0.01 -0.56
0.53 -0.59 0.27
-0.73 -0.32 1.25
0.30 0.15 -1.37
-0.14 -0.79 -0.47
-0.97 0.11 0.29
0.36 0.75 -0.04
0.46 0.15 -0.20
0.13 0.15 -0.11
-0.04 0.20 0.43
-0.09 0.06 -0.08
0.22 -0.63 0.39
-0.42 -0.17 1.73
1.18 -0.10 -1.75
0.11 -0.03 -1.24
0.18 -0.37 0.57
-0.28 -0.18 -0.35
-0.46 0.45 0.82
-0.44 0.12 0.46
0.20 -0.35 -0.48
-0.43 1.04 -0.17
0.80 -0.25 -1.41
0.21 -1.06 0.48
0.25 2.20 0.49
-1.26 0.05 0.28
0.14 -0.22 -0.12
-0.89 0.13 0.52
0.49 -0.10 -0.52
0.25 0.03 0.43
0.17 -0.51 -0.59
-0.20 -0.40 0.74
0.54 -0.10 0.36
0.07 1.05 -1.66
-0.52 -0.79 0.86
-1.60 -1.44 0.18
0.39 0.29 0.00
0.08 -0.37 -0.26
-0.09 -0.02 -0.13
0.00 0.10 0.45
0.21 0.39 -0.51
0.77 0.85 0.42
0.34 -0.45 0.94
0.92 -0.60 -0.09
-1.29 -0.35 1.27
-0.19 -0.22 -1.54
0.34 -0.79 0.36
-0.85 -0.12 -0.40
0.00 0.89 -0.59
0.70 -0.01 0.59
-0.15 0.37 -0.07
-0.03 0.82 0.07
-1.82 1.16 -1.09
0.53 -0.13 -0.90
-0.98 -0.27 0.60
1.57 -1.24 0.98
0.57 -0.15 -0.58
0.19 0.08 0.63
0.65 0.12 -0.31
-0.07 0.13 0.56
0.34 0.14 -0.12
-0.81 0.56 -0.34
-0.90 2.15 -0.91
0.57 -0.99 0.03
0.19 0.55 -0.85
0.14 -0.89 0.35
0.84 -0.12 0.17
-0.51 -0.24 0.33
-0.57 0.21 -0.10
-0.34 -0.09 -0.04
0.33 -0.23 0.81
0.21 0.08 0.24
-2.75 0.10 2.26
0.71 0.03 -1.16
-0.02 0.01 0.39
1.36 -0.95 -2.59
1.21 0.64 0.60
-0.40 -0.53 -0.75
-0.58 -0.28 -0.47
0.28 0.49 0.83
0.00 0.02 0.00
0.30 0.32 0.74
0.15 0.61 0.32
1.79 -0.63 0.85
-2.27 0.19 -0.44
-0.26 0.18 0.14
0.09 0.40 -0.67
-0.17 0.09 0.00
-0.71 0.38 0.03
1.06 -1.29 -0.62
0.29 0.09 0.55
0.36 0.14 -0.18
-0.26 1.26 -1.50
0.87 0.20 1.19
-1.37 -0.98 0.22
-0.92 -1.22 0.28
0.37 0.09 0.21
0.13 0.43 0.52
0.06 0.20 0.09
0.47 -0.24 -1.04
0.18 0.15 0.45
0.60 -0.01 -0.31
-1.27 0.49 -0.45
-1.26 0.86 -2.80
0.52 0.04 0.69
0.58 -0.15 0.16
-0.19 1.01 0.90
0.50 -0.58 0.25
-0.13 -0.51 0.30
0.54 0.07 -0.04
0.35 -0.88 0.91
0.35 -0.14 0.22
-0.39 0.61 0.22
1.29 -0.74 -1.74
-0.08 0.71 0.04
-0.36 0.03 0.02
-0.12 -0.03 -0.19
-0.64 -0.73 0.55
-0.39 0.19 0.47
0.51 -0.58 0.30
0.43 0.00 -0.03
0.19 0.43 0.02

Values from the calculation:
⟨S²⟩: 0.751
Kohn-Sham gap (alpha / beta), eV: 2.1 / 8.5
Charge: -1
2S+1: 2
Energy relative to the best compared isomer or geometry (same formula, charge and spin), eV: 0.0000
LUMO energy (alpha / beta), eV: 1.7 / 1.7
Largest force on an atom, eV/A: 3.561
HOMO energy (alpha / beta), eV: -0.4031 / -6.7824
Calculated total energy, eV: -81453.47637

(2)
This record from OMol25 describes a molecular structure, C47H57Ge2N4O4Si3Ta. The level of theory is ωB97M-V/def2-TZVPD.

Positions of all 118 atoms, in Å:
Ta (-1.000384, 0.621272, -0.181252)
O (3.571529, 1.122716, -0.004161)
C (3.566056, 2.405141, 0.426448)
C (4.793606, 2.947216, 0.811967)
C (4.871290, 4.253422, 1.247846)
C (3.727313, 5.047708, 1.311829)
C (2.515616, 4.513742, 0.935669)
C (2.407803, 3.187931, 0.495105)
C (1.082693, 2.690835, 0.105542)
O (0.878889, 1.363144, 0.051952)
N (0.106670, 3.488533, -0.144884)
N (-1.006445, 2.725899, -0.448330)
C (-2.072126, 3.429219, -0.824298)
C (-3.140669, 2.626671, -1.266924)
C (-4.374096, 3.101523, -1.739560)
C (-5.327608, 2.202101, -2.137588)
C (-5.036247, 0.833519, -2.064904)
C (-3.818171, 0.431992, -1.589471)
N (-2.857408, 1.295725, -1.186592)
H (2.650361, 0.850723, -0.130025)
H (5.672636, 2.319699, 0.740832)
H (5.830869, 4.659862, 1.540688)
H (3.791651, 6.074064, 1.646565)
H (1.612977, 5.107605, 0.984662)
H (-2.049290, 4.508260, -0.832129)
H (-4.548180, 4.167907, -1.776543)
H (-6.283939, 2.544521, -2.508752)
H (-5.751337, 0.087606, -2.381706)
H (-3.570127, -0.613560, -1.526669)
O (-3.440981, -0.903156, 2.514158)
C (-2.686662, -1.166533, 1.625615)
O (-2.517021, -0.454232, 0.537904)
C (-1.845652, -2.417819, 1.580052)
C (-2.385592, -3.666372, 1.819972)
C (-1.588302, -4.788290, 1.683679)
C (-0.254990, -4.625514, 1.331973)
C (0.240490, -3.358351, 1.128452)
N (-0.548292, -2.268663, 1.238916)
H (-3.424023, -3.722617, 2.115244)
H (-1.994460, -5.775128, 1.859065)
H (0.411964, -5.468208, 1.218117)
H (1.274636, -3.162399, 0.883817)
C (0.042726, -0.925605, 1.100183)
Ge (0.517202, -0.248833, 2.966569)
C (-0.593103, -1.153913, 4.301028)
C (-0.648685, -2.539922, 4.457508)
C (-1.422753, -3.125464, 5.446205)
C (-2.159594, -2.329428, 6.312277)
C (-2.108478, -0.950721, 6.182304)
C (-1.334882, -0.372606, 5.187229)
C (-0.008706, 1.633400, 3.026276)
C (0.792931, 2.681345, 3.468256)
C (0.299062, 3.978807, 3.527779)
C (-1.006752, 4.250738, 3.152725)
C (-1.831120, 3.216639, 2.733632)
C (-1.333325, 1.923086, 2.679325)
C (2.403017, -0.679795, 3.210305)
C (3.414707, 0.244628, 2.965361)
C (4.751189, -0.111683, 3.071957)
C (5.101049, -1.407982, 3.414781)
C (4.106346, -2.345629, 3.659116)
C (2.772899, -1.981338, 3.559462)
H (1.025267, -1.109368, 0.665438)
H (-0.082911, -3.198195, 3.806001)
H (-1.446458, -4.203870, 5.544982)
H (-2.765946, -2.781688, 7.086350)
H (-2.675541, -0.319576, 6.854260)
H (-1.318501, 0.706900, 5.106088)
H (1.818313, 2.502880, 3.769129)
H (0.942974, 4.780095, 3.867631)
H (-1.388069, 5.262767, 3.203018)
H (-2.863416, 3.410668, 2.468677)
H (-2.032907, 1.121124, 2.444859)
H (3.176486, 1.260423, 2.673887)
H (5.520513, 0.625721, 2.880743)
H (6.143780, -1.686392, 3.496360)
H (4.370175, -3.356897, 3.941889)
H (2.017245, -2.723143, 3.794637)
C (2.223575, -1.972591, -4.257999)
Si (1.950303, -0.952715, -2.696724)
C (2.680317, -2.008343, -1.304170)
C (2.888407, 0.677750, -2.848374)
Ge (-0.403692, -0.447445, -2.515429)
Si (-1.473878, -2.537656, -3.083317)
C (-0.509642, -3.977086, -2.317677)
C (-1.469946, -2.716935, -4.953675)
C (-3.257631, -2.798782, -2.518878)
Si (-0.743381, 1.126881, -4.315820)
C (-2.576358, 1.274577, -4.723202)
C (0.153071, 0.531240, -5.859904)
C (-0.051660, 2.830852, -3.901104)
H (3.295187, -2.140687, -4.397138)
H (1.846910, -1.476645, -5.153815)
H (1.747745, -2.952916, -4.189637)
H (3.710380, -2.241770, -1.591461)
H (2.155513, -2.962855, -1.216267)
H (2.742504, -1.554287, -0.314615)
H (3.883207, 0.603460, -2.404868)
H (2.373652, 1.508047, -2.358651)
H (3.009183, 0.942687, -3.901356)
H (0.537021, -3.751695, -2.117179)
H (-0.538144, -4.839975, -2.988741)
H (-0.975762, -4.283746, -1.379028)
H (-0.458908, -2.731950, -5.364353)
H (-2.019961, -1.909726, -5.442269)
H (-1.955127, -3.658662, -5.225189)
H (-3.388685, -2.668177, -1.440930)
H (-3.522097, -3.835281, -2.748683)
H (-3.969223, -2.158049, -3.043113)
H (-3.075859, 0.305389, -4.785188)
H (-2.687410, 1.767801, -5.693100)
H (-3.106035, 1.881361, -3.988585)
H (-0.213233, -0.430741, -6.221184)
H (1.229192, 0.448167, -5.696614)
H (0.001921, 1.265694, -6.656235)
H (-0.085051, 3.078623, -2.840084)
H (-0.615534, 3.596525, -4.441266)
H (0.989351, 2.904776, -4.222694)

Cartesian forces, eV/Å:
0.23 0.51 -0.50
0.06 0.08 0.21
0.08 -0.05 0.03
-0.05 -0.04 -0.07
0.02 -0.03 0.00
0.01 0.02 -0.01
-0.01 0.03 0.02
-0.06 0.15 -0.10
0.10 -0.09 0.19
0.03 -0.07 0.10
0.08 -0.17 0.04
-0.13 0.39 0.01
0.32 -0.29 -0.04
0.02 0.01 0.04
0.06 -0.01 0.04
-0.01 0.04 -0.02
-0.02 -0.03 -0.04
0.03 0.06 -0.07
-0.61 -0.03 -0.24
-0.07 -0.10 -0.03
-0.01 0.00 0.00
-0.01 0.00 -0.01
-0.01 -0.02 0.01
0.00 -0.01 -0.03
0.02 0.03 0.00
0.02 0.01 0.00
0.00 -0.01 0.01
-0.01 0.02 0.01
-0.01 0.05 0.02
-0.12 -0.16 0.15
0.20 -0.44 -0.09
-0.21 0.18 0.20
0.05 -0.02 0.11
0.04 0.07 -0.03
-0.02 -0.03 0.02
0.02 0.04 -0.02
-0.09 0.01 0.01
-0.07 -0.11 0.01
0.01 -0.02 0.00
0.00 0.00 0.00
-0.02 -0.01 0.01
-0.01 -0.01 0.01
0.16 -0.14 0.22
-0.03 0.04 0.07
0.00 0.00 0.00
0.09 -0.09 -0.08
-0.06 0.00 0.07
0.01 -0.02 -0.02
-0.03 -0.01 0.02
-0.01 0.06 -0.02
-0.02 -0.03 0.06
0.14 0.01 -0.04
0.04 0.00 0.02
-0.08 0.04 -0.02
0.02 0.07 0.03
-0.09 -0.11 -0.02
-0.03 0.07 -0.08
-0.03 0.12 -0.05
0.05 -0.03 0.00
-0.01 0.00 0.00
0.05 0.01 0.01
-0.12 -0.07 0.09
-0.01 0.16 -0.02
0.01 0.05 0.00
0.00 0.01 0.00
0.01 0.00 -0.01
0.01 -0.01 0.00
0.01 0.01 -0.01
-0.04 -0.02 0.02
0.00 -0.01 0.01
0.01 -0.01 0.00
0.00 -0.01 0.00
0.04 0.06 0.04
-0.02 -0.03 0.04
-0.02 0.01 0.00
-0.01 0.00 0.00
0.00 0.01 -0.01
0.01 0.03 -0.01
-0.01 0.02 0.06
0.03 0.06 -0.03
0.06 -0.01 -0.06
-0.03 -0.06 -0.08
0.09 -0.20 -0.16
0.00 -0.08 0.02
-0.05 0.05 -0.07
0.02 0.00 0.04
0.08 -0.01 -0.02
-0.01 0.03 -0.07
0.07 -0.01 0.00
-0.03 0.03 0.04
-0.01 -0.07 0.01
0.01 0.01 0.02
0.02 -0.06 0.08
-0.01 -0.02 0.01
0.00 0.00 -0.01
0.03 0.05 -0.01
-0.01 0.14 0.00
-0.03 -0.02 -0.07
0.01 -0.03 -0.04
-0.06 -0.02 -0.02
-0.04 0.00 -0.06
-0.03 0.01 0.00
-0.01 0.02 0.03
0.00 0.01 0.02
0.00 0.00 0.03
0.01 -0.01 0.00
0.01 0.00 -0.01
0.00 0.00 -0.02
0.01 0.00 0.01
0.02 0.00 0.00
0.01 0.00 0.00
-0.02 0.01 0.04
0.00 0.01 0.02
-0.05 0.06 0.00
-0.02 0.01 0.00
-0.03 -0.01 0.00
0.00 -0.01 -0.01
0.00 -0.02 0.02

Values from the calculation:
⟨S²⟩: 0.766
Kohn-Sham gap (alpha / beta), eV: 5.9 / 6.7
Charge: +1
2S+1: 2
Energy relative to the best compared isomer or geometry (same formula, charge and spin), eV: 0.0000
LUMO energy (alpha / beta), eV: -3.4 / -3.8
Largest force on an atom, eV/A: 0.751
HOMO energy (alpha / beta), eV: -9.2841 / -10.5676
Calculated total energy, eV: -202030.91926

(3)
This record from OMol25 describes 2 unconnected molecules or ions with the total composition CH3N6 in a non-equilibrium geometry. The level of theory is ωB97M-V/def2-TZVPD.

Positions of all 10 atoms, in Å:
C (0.651969, 0.642974, -0.738168)
N (1.543356, 0.966424, 0.189726)
N (0.614809, -0.689052, -0.907786)
N (1.998102, -0.169799, 0.704552)
N (1.445031, -1.153621, 0.051082)
N (-1.651688, -0.254243, 0.522984)
N (-2.280243, 0.708349, 0.237163)
H (-1.210231, -0.881365, -0.188781)
H (-1.168997, -0.497908, 1.472411)
H (0.057896, 1.328245, -1.343180)

Cartesian forces, eV/Å:
1.05 -0.70 -0.68
-0.37 1.64 0.50
0.10 0.25 0.66
-0.41 -0.14 -0.82
-0.12 -0.88 -0.31
2.10 -2.19 0.62
-1.38 1.44 0.23
-0.35 0.03 0.05
-0.95 0.68 -0.60
0.34 -0.13 0.35

Values from the calculation:
Kohn-Sham gap, eV: 9.0
Charge: -1
2S+1: 1
Energy relative to the best compared isomer or geometry (same formula, charge and spin), eV: 0.0000
LUMO energy, eV: 4.9
Largest force on an atom, eV/A: 3.094
HOMO energy, eV: -4.1248
Calculated total energy, eV: -10024.00502